DFT (wB97M-V/def2-TZVPD) results for 2 unconnected molecules or ions with the total composition C4H12 at a distorted geometry.

Structure (XYZ):
```
16
Properties=species:S:1:pos:R:3:nbo_charge:R:1
C -1.00 1.14 -2.19 -0.611
C 0.32 -1.73 2.68 -0.618
C 0.11 -0.27 2.17 -0.630
C 0.37 0.87 -2.80 -0.637
H -1.34 0.44 -1.33 0.217
H 1.27 -1.68 3.08 0.205
H -1.63 1.22 -3.04 0.206
H 0.92 -0.28 1.33 0.208
H 0.44 -0.23 -3.03 0.217
H 0.36 -2.54 2.05 0.207
H 0.76 1.65 -3.38 0.217
H -0.38 -2.19 3.36 0.203
H -0.91 2.19 -1.64 0.193
H 1.20 0.63 -2.03 0.199
H 0.40 0.55 2.92 0.209
H -0.89 0.22 1.85 0.215
```

For the highest occupied orbital energy, the calculation gives -0.3958 hartree. Its structure (SMILES) is CC.CC. The calculation puts the largest force on an atom at 5.4 eV Å⁻¹. As for the multiplicity: 1. Its lowest unoccupied orbital energy is 1.0 eV. For the gap between HOMO and LUMO, the calculation gives 11.79 eV. Its relative energy (zero: lowest compared OMol25 entry of this formula, charge and spin) is 45.65 kcal/mol.

DFT (wB97M-V/def2-TZVPD) results for 2 unconnected molecules or ions with the total composition C32H37BFNO2S at a distorted geometry.

Structure (XYZ):
```
75
Properties=species:S:1:pos:R:3:lowdin_charge:R:1
S 2.25 3.28 1.20 1.074
F -2.47 -3.65 -4.93 0.057
O 1.48 0.41 1.28 0.021
O 1.54 0.20 -1.09 0.063
N -4.68 2.34 0.02 -0.211
C 2.39 -1.75 1.45 -0.021
C -2.64 1.93 -1.22 -0.017
C -1.46 -2.38 -1.08 -0.169
C 3.82 0.28 1.75 -0.036
C -0.81 -2.84 2.63 0.020
C -0.20 -3.71 3.53 -0.052
C -0.79 -3.11 1.22 -0.185
C -1.29 1.57 -1.20 -0.041
C 1.52 3.22 -1.27 -0.145
C 2.67 -0.33 0.98 -0.453
C 1.47 2.46 -0.12 -0.376
C -1.15 -2.10 0.30 0.166
C -2.12 -3.18 -3.68 -0.219
C -2.67 -1.96 -1.69 0.028
C 3.89 0.80 -1.03 -0.021
C -0.86 -3.51 -3.18 0.024
C -2.79 1.35 1.15 -0.034
C 2.83 -0.21 -0.64 -0.456
C -1.42 1.08 1.16 -0.084
C 3.64 5.71 0.68 -0.132
C 0.36 -5.22 1.71 -0.047
C -3.03 -2.42 -2.95 0.017
C -0.36 -4.43 0.83 0.002
C -0.58 -3.16 -1.87 -0.014
C 3.15 -1.53 -1.33 -0.024
C 2.23 4.46 -1.08 -0.146
C 2.78 4.61 0.18 -0.588
C -0.67 1.18 -0.01 -0.103
C -3.40 1.87 -0.02 -0.251
C 0.47 -4.85 3.06 -0.025
C -5.44 2.29 1.25 -0.076
C -5.21 3.10 -1.08 -0.071
B 0.96 0.89 0.03 -0.941
H 1.07 -5.45 3.75 0.117
H 1.07 2.95 -2.21 0.097
H -0.95 0.72 2.07 0.113
H 3.98 1.33 1.51 0.039
H -0.13 -4.03 -3.78 0.128
H 3.09 6.30 1.42 0.070
H 3.60 0.23 2.82 0.092
H 0.86 -6.12 1.35 0.118
H -0.22 -3.48 4.60 0.118
H 3.92 6.39 -0.13 0.073
H 4.10 -1.94 -0.96 0.090
H -1.30 -1.93 2.97 0.129
H 3.27 -2.40 1.37 0.089
H 1.55 -2.18 0.90 0.062
H -5.55 1.25 1.59 0.084
H -6.27 3.29 -0.88 0.079
H -4.94 2.85 2.06 0.093
H 0.35 -3.52 -1.41 0.109
H 3.76 1.75 -0.50 0.059
H 2.36 5.19 -1.87 0.097
H -3.10 2.26 -2.15 0.091
H -0.58 -4.81 -0.17 0.116
H 2.35 -2.26 -1.19 0.057
H -3.38 1.19 2.05 0.087
H -5.10 2.55 -2.03 0.077
H 3.25 -1.36 -2.41 0.090
H -4.67 4.06 -1.20 0.099
H 4.56 5.33 1.14 0.071
H 3.85 1.02 -2.10 0.101
H -1.46 -1.14 0.71 0.106
H -4.00 -2.22 -3.39 0.126
H -3.36 -1.32 -1.13 0.126
H 2.10 -1.72 2.51 0.088
H -0.72 1.65 -2.12 0.112
H -6.42 2.71 1.06 0.078
H 4.75 -0.27 1.57 0.091
H 4.90 0.42 -0.81 0.092
```

For the highest occupied orbital energy, the calculation gives -0.2257 hartree. The calculation puts the largest force on an atom at 3.7 eV Å⁻¹. As for the multiplicity: 1. Its lowest unoccupied orbital energy is -3.2 eV. For the gap between HOMO and LUMO, the calculation gives 2.97 eV. Its relative energy (zero: lowest compared OMol25 entry of this formula, charge and spin) is 92.01 kcal/mol.

DFT (wB97M-V/def2-TZVPD) results for a molecular structure, C16H23NO3 at a distorted geometry.

Structure (XYZ):
```
43
Properties=species:S:1:pos:R:3:nbo_charge:R:1
O -1.44 -0.90 0.82 -0.494
O 4.34 2.23 -0.32 -0.538
O 1.86 -2.00 -1.35 -0.760
N 2.91 -0.36 -0.06 -0.384
C -3.16 -0.57 -0.61 -0.254
C -2.78 0.74 1.05 -0.044
C -4.75 0.06 -2.43 -0.634
C 4.59 1.46 0.63 0.005
C -2.11 1.13 2.49 -0.581
C 3.58 1.60 -1.59 -0.040
C 3.60 0.19 -1.37 -0.288
C 2.10 -1.26 -0.17 0.634
C -3.95 0.37 -1.22 -0.028
C -2.47 -0.26 0.47 0.220
C -0.88 -2.08 0.16 -0.083
C 0.19 -2.45 0.95 -0.402
C 3.27 0.36 1.01 -0.270
C -3.78 1.69 0.73 -0.174
C 1.41 -1.82 1.00 -0.414
C -4.33 1.55 -0.47 -0.230
H 0.58 -3.54 0.25 0.199
H -2.04 0.51 3.15 0.183
H -5.41 2.23 -0.67 0.201
H -0.60 -1.84 -0.84 0.210
H 4.63 -0.14 -1.73 0.233
H 2.68 2.00 -1.48 0.185
H 2.97 -0.29 -2.08 0.288
H -1.69 -2.73 0.07 0.194
H 5.36 0.50 0.58 0.125
H -2.53 2.02 2.85 0.199
H 0.99 -0.61 1.47 0.179
H 2.35 1.14 1.21 0.171
H -2.80 -1.26 -1.52 0.206
H 2.16 -2.07 1.88 0.258
H -5.61 0.94 -2.56 0.225
H 3.97 2.03 -2.27 0.185
H -0.20 -2.88 1.81 0.236
H -3.99 -0.17 -3.15 0.222
H 3.31 -0.12 1.97 0.217
H 4.71 2.18 1.51 0.206
H -4.16 2.61 1.37 0.221
H -1.04 1.48 2.55 0.197
H -5.48 -0.90 -2.38 0.220
```

For the highest occupied orbital energy, the calculation gives -0.3013 hartree. The calculation puts the largest force on an atom at 18.1 eV Å⁻¹. As for the multiplicity: 1. Its lowest unoccupied orbital energy is 0.6 eV. For the gap between HOMO and LUMO, the calculation gives 8.75 eV. Its relative energy (zero: lowest compared OMol25 entry of this formula, charge and spin) is 373.63 kcal/mol.

DFT (wB97M-V/def2-TZVPD) results for a molecular structure, C66H64ClN3O2P2Pd at a distorted geometry.

Structure (XYZ):
```
139
Properties=species:S:1:pos:R:3:lowdin_charge:R:1
Pd -6.54 -6.89 1.78 0.359
Cl 4.18 2.39 1.73 0.662
P -5.65 -6.62 -0.31 0.982
P -8.55 -5.91 2.06 0.959
O -2.29 0.25 2.43 0.042
O -4.18 -0.93 2.69 -0.012
N -0.90 -1.56 3.72 0.039
N -7.79 -9.42 4.50 -0.172
N 0.97 -6.70 -0.29 -0.192
C -4.14 -4.33 0.18 -0.094
C -12.29 -7.45 1.39 -0.073
C 0.34 -1.55 4.06 -0.110
C 1.69 1.46 2.24 -0.091
C -7.57 -3.51 1.07 -0.120
C -3.29 -4.57 3.90 -0.053
C -6.79 -8.55 4.25 -0.252
C -9.63 -8.29 1.10 -0.131
C -8.90 -5.46 3.78 -0.330
C -8.67 -4.38 1.08 -0.330
C -6.83 -6.08 -1.58 -0.330
C -4.90 -7.83 2.85 -0.191
C 0.68 -4.69 1.01 -0.024
C 2.67 -0.69 3.76 -0.042
C -9.78 -6.22 4.57 -0.109
C -5.53 -6.54 4.81 -0.047
C -9.06 -6.25 -2.55 -0.083
C -9.92 -5.95 5.93 -0.101
C -2.10 -4.99 -1.61 -0.072
C -7.52 -2.43 0.19 -0.097
C -5.30 -10.45 -1.75 -0.085
C -3.74 -8.66 -0.28 -0.134
C -4.79 0.33 2.23 -0.202
C 1.73 -5.96 -1.27 -0.068
C 3.56 0.21 3.20 -0.120
C -10.68 -9.15 0.76 -0.083
C -3.09 -3.44 -0.04 -0.066
C -0.31 -6.76 1.77 -0.010
C -9.91 -7.00 1.58 -0.365
C -8.32 -4.14 5.74 -0.085
C -8.57 -9.34 5.72 -0.052
C -2.04 -3.80 3.54 -0.131
C -2.02 -1.97 3.28 -0.167
C -4.73 -6.64 3.65 -0.257
C 0.51 -8.01 -0.70 -0.059
C -5.77 -9.15 -1.52 -0.081
C -3.28 -9.96 -0.51 -0.083
C -2.84 -0.80 2.77 -0.445
C -2.05 -3.78 -0.92 -0.073
C 0.81 0.53 2.78 -0.010
C -11.24 -6.59 1.74 -0.117
C -9.76 -2.97 -0.57 -0.081
C -12.01 -8.73 0.90 -0.080
C 1.27 -0.56 3.54 -0.200
C -3.18 -5.85 -1.44 -0.086
C -8.16 -10.48 3.57 -0.045
C -3.75 -5.66 3.23 -0.093
C -8.79 -5.15 -3.37 -0.093
C -1.05 -4.63 2.73 -0.190
C -9.77 -4.09 0.26 -0.081
C -7.55 -4.52 -3.30 -0.085
C -0.98 -6.04 2.76 -0.036
C -8.18 -4.41 4.38 -0.090
C -6.58 -4.97 -2.41 -0.072
C -6.28 0.20 2.38 -0.070
C -8.09 -6.71 -1.67 -0.123
C -6.00 -8.71 3.05 -0.112
C 0.48 -6.07 0.82 -0.246
C -4.99 -8.24 -0.79 -0.350
C 3.08 1.29 2.44 -0.698
C -9.19 -4.91 6.52 -0.091
C -8.63 -2.15 -0.62 -0.080
C -6.50 -7.48 5.12 -0.059
C -4.20 -5.55 -0.52 -0.361
C -0.14 -3.99 1.88 -0.045
C -4.06 -10.85 -1.25 -0.095
H 0.74 -2.30 4.76 0.120
H 0.67 -8.75 0.10 0.083
H -9.56 -4.79 -4.06 0.103
H -10.37 -7.02 4.12 0.100
H -4.42 1.17 2.83 0.125
H -0.26 0.66 2.63 0.089
H -10.62 -2.74 -1.19 0.105
H 3.02 -1.51 4.37 0.107
H -4.92 -4.07 0.90 0.079
H -7.74 -3.33 6.19 0.107
H -6.56 0.08 3.43 0.085
H -5.62 -4.45 -2.35 0.102
H -7.91 -9.27 6.59 0.093
H -3.71 -11.87 -1.42 0.100
H -3.23 -6.76 -2.04 0.111
H 1.41 -4.13 0.42 0.102
H -13.32 -7.12 1.51 0.105
H -0.06 -2.90 1.90 0.112
H -4.13 -8.13 2.13 0.079
H 2.59 -5.47 -0.80 0.090
H -7.35 -3.64 -3.92 0.105
H -12.82 -9.40 0.63 0.104
H -10.65 -4.74 0.27 0.087
H -8.31 -7.56 -1.02 0.074
H -6.62 -1.82 0.12 0.099
H -10.62 -6.54 6.53 0.105
H -11.47 -5.59 2.14 0.117
H -8.59 -8.61 0.97 0.074
H 1.13 -5.18 -1.77 0.083
H -5.92 -11.15 -2.31 0.102
H 1.09 -8.31 -1.58 0.083
H -2.31 -10.26 -0.10 0.103
H -7.50 -3.80 3.78 0.094
H -3.10 -2.46 0.45 0.101
H -6.69 -0.64 1.81 0.039
H -0.57 -8.02 -0.97 0.083
H -1.21 -3.10 -1.04 0.111
H -1.30 -5.25 -2.31 0.100
H -1.58 -3.55 4.51 0.148
H -2.48 -2.92 2.61 0.179
H -8.66 -10.08 2.67 0.068
H 1.34 2.29 1.65 0.099
H -10.45 -10.14 0.37 0.108
H -9.25 -8.48 5.72 0.063
H -1.52 -6.62 3.51 0.118
H -0.38 -7.84 1.72 0.099
H -7.27 -11.05 3.26 0.088
H -3.12 -7.96 0.30 0.091
H -6.77 1.10 2.02 0.084
H -6.12 -9.58 2.42 0.092
H -8.60 -1.29 -1.29 0.105
H -10.03 -6.74 -2.58 0.108
H -8.84 -11.15 4.10 0.085
H -9.30 -4.70 7.59 0.101
H 2.10 -6.66 -2.03 0.081
H -3.83 -4.23 4.78 0.107
H 4.64 0.09 3.34 0.104
H -6.73 -3.68 1.76 0.077
H -4.51 0.49 1.18 0.127
H -3.37 -5.85 2.21 0.099
H -6.74 -8.84 -1.92 0.088
H -5.37 -5.70 5.48 0.111
H -7.07 -7.36 6.04 0.098
H -9.16 -10.26 5.80 0.083
```

For the highest occupied orbital energy, the calculation gives -0.2200 hartree. The calculation puts the largest force on an atom at 4.0 eV Å⁻¹. As for the multiplicity: 1. Its lowest unoccupied orbital energy is 0.4 eV. For the gap between HOMO and LUMO, the calculation gives 6.42 eV. Its relative energy (zero: lowest compared OMol25 entry of this formula, charge and spin) is 36.22 kcal/mol.

no.,E (eV)
1,-4340.5488
2,-53596.8713
3,-24583.4698
4,-112620.8377